ORCA calculation (ωB97M-V/def2-TZVPD) on a 2-piece molecular cluster, C2H3N2O2 overall.

Summary:
**Kohn-Sham gap (spin up / spin down)**: 4.7 / 4.7 eV
**Multiplicity**: 1
**Energy relative to the best compared isomer or geometry (same formula, charge and spin)**: 27.62 kcal/mol
**Total charge**: -1

```
9
C2H3N2O2 (ωB97M-V/def2-TZVPD)
C 2.10 1.24 0.79
C -1.43 -0.72 -0.63
N 0.40 -0.89 0.78
N -0.16 -0.14 -0.03
O 2.31 1.43 -0.34
O 2.09 1.27 1.94
H -2.00 -1.39 -0.04
H -1.19 -0.94 -1.66
H -2.13 0.14 -0.81
```

=====

ORCA calculation (ωB97M-V/def2-TZVPD) on an isolated ion of composition C2H3N2O2S and charge +1.

Summary:
**Kohn-Sham gap**: 6.2 eV
**Multiplicity**: 1
**Energy relative to the best compared isomer or geometry (same formula, charge and spin)**: 73.15 kcal/mol
**Total charge**: +1

```
10
C2H3N2O2S (ωB97M-V/def2-TZVPD)
C 1.31 -0.83 0.35
C -0.75 0.82 0.58
N -0.52 0.18 -0.65
N 0.49 -0.73 -0.78
O 0.69 -1.30 -1.75
O -1.81 1.53 0.59
S 2.67 -1.82 0.32
H 1.18 -0.21 1.33
H -1.13 0.31 -1.46
H -2.12 2.05 1.47
```

=====

ORCA calculation (ωB97M-V/def2-TZVPD) on a 2-piece molecular cluster, C2H3N2O3 overall.

Summary:
**Kohn-Sham gap**: 9.0 eV
**Multiplicity**: 1
**Energy relative to the best compared isomer or geometry (same formula, charge and spin)**: 13.15 kcal/mol
**Total charge**: +1

```
10
C2H3N2O3 (ωB97M-V/def2-TZVPD)
C -0.70 0.51 0.02
C -3.90 -0.64 0.23
N 0.33 0.05 -0.53
N -0.75 2.20 0.22
O -4.77 -0.78 0.95
O -2.96 -0.48 -0.43
O -1.63 2.82 -0.15
H -1.42 -0.18 0.62
H 0.61 -0.90 -0.31
H 0.91 0.68 -1.14
```

=====

ORCA calculation (ωB97M-V/def2-TZVPD) on a 3-piece molecular cluster, C2H3N2O3 overall.

Summary:
**Kohn-Sham gap (spin up / spin down)**: 7.8 / 8.8 eV
**Multiplicity**: 1
**Energy relative to the best compared isomer or geometry (same formula, charge and spin)**: 25.35 kcal/mol
**Total charge**: +1

```
10
C2H3N2O3 (ωB97M-V/def2-TZVPD)
C 1.58 -0.39 0.34
C -2.67 0.75 0.11
N 1.38 0.70 -0.24
N -0.03 -1.87 -0.55
O -3.74 1.03 0.38
O -1.51 0.61 -0.05
O -0.17 -2.72 0.14
H 2.72 -0.60 0.65
H 2.05 1.43 -0.38
H 0.40 1.08 -0.40
```

=====

ORCA calculation (ωB97M-V/def2-TZVPD) on one molecule with the formula C2H3N2O4PS.

Summary:
**Kohn-Sham gap**: 9.8 eV
**Multiplicity**: 1
**Structure (SMILES)**: O=C=NC(=O)NP(O)(O)=S
**Energy relative to the best compared isomer or geometry (same formula, charge and spin)**: 23.88 kcal/mol
**Total charge**: 0

```
13
C2H3N2O4PS (ωB97M-V/def2-TZVPD)
O -3.79 -1.78 0.29
C -3.51 -0.69 0.02
N -3.43 0.50 -0.14
C -2.26 1.45 -0.27
O -2.51 2.59 -0.55
N -0.75 1.24 -0.13
P 0.06 -0.20 -0.34
O -0.77 -1.20 0.61
O 1.35 0.03 0.55
S 0.29 -1.06 -2.05
H -0.41 2.15 0.03
H -1.34 -1.81 0.05
H 1.87 -0.74 0.58
```

=====

ORCA calculation (ωB97M-V/def2-TZVPD) on one molecule with the formula C2H3N2OP.

Summary:
**Kohn-Sham gap (spin up / spin down)**: 6.7 / 7.0 eV
**Multiplicity**: 1
**Energy relative to the best compared isomer or geometry (same formula, charge and spin)**: 100.26 kcal/mol
**Total charge**: 0

```
9
C2H3N2OP (ωB97M-V/def2-TZVPD)
C -0.93 -0.10 0.71
C -0.35 1.18 0.99
N -0.43 -0.92 -0.15
N 0.42 -0.56 -1.01
O 1.32 -1.52 -1.42
P 1.00 1.78 0.19
H -1.83 -0.41 1.23
H -0.86 1.77 1.74
H 1.66 -1.22 -2.27
```

=====

ORCA calculation (ωB97M-V/def2-TZVPD) on one molecule with the formula C2H3N2OP.

Summary:
**Kohn-Sham gap**: 9.8 eV
**Multiplicity**: 1
**Structure (SMILES)**: On1nccp1
**Energy relative to the best compared isomer or geometry (same formula, charge and spin)**: 51.08 kcal/mol
**Total charge**: 0

```
9
C2H3N2OP (ωB97M-V/def2-TZVPD)
O 1.76 -1.57 -0.13
N 0.78 -0.58 -0.04
N -0.52 -0.79 -0.32
C -1.16 0.32 -0.07
C -0.43 1.46 0.28
P 1.24 0.99 0.36
H 1.42 -2.50 0.13
H -2.20 0.32 -0.38
H -0.87 2.34 0.15
```

=====

ORCA calculation (ωB97M-V/def2-TZVPD) on C2H3N2OS as an isolated structure.

Summary:
**Kohn-Sham gap**: 6.4 eV
**Multiplicity**: 1
**Energy relative to the best compared isomer or geometry (same formula, charge and spin)**: 18.43 kcal/mol
**Total charge**: -1

```
9
C2H3N2OS (ωB97M-V/def2-TZVPD)
C 4.01 -0.43 0.10
C -0.12 -0.15 0.03
N 2.18 0.04 0.49
N 1.31 -0.50 -0.15
O 4.27 -1.59 0.15
S 4.72 0.93 -0.22
H -0.46 0.34 -0.95
H -0.08 0.55 0.87
H -0.57 -1.08 0.30
```

=====

ORCA calculation (ωB97M-V/def2-TZVPD) on an isolated ion of composition C2H3N2OS and charge +1.

Summary:
**Kohn-Sham gap (spin up / spin down)**: 6.8 / 5.8 eV
**Multiplicity**: 1
**Structure (SMILES)**: O=C/N=C\[NH+]=S
**Energy relative to the best compared isomer or geometry (same formula, charge and spin)**: 87.89 kcal/mol
**Total charge**: +1

```
9
C2H3N2OS (ωB97M-V/def2-TZVPD)
O 1.39 2.30 -0.30
C 0.32 1.95 0.16
N -0.32 0.82 0.10
C -0.17 -0.41 -0.17
N 1.00 -1.10 -0.11
S 2.43 -0.38 0.08
H -0.41 2.64 0.84
H -1.16 -0.87 -0.34
H 1.09 -2.15 -0.31
```

=====

ORCA calculation (ωB97M-V/def2-TZVPD) on one molecule with the formula C2H3N3.

Summary:
**Kohn-Sham gap**: 10.8 eV
**Multiplicity**: 1
**Structure (SMILES)**: c1nc[nH]n1
**Energy relative to the best compared isomer or geometry (same formula, charge and spin)**: 22.49 kcal/mol
**Total charge**: 0

```
8
C2H3N3 (ωB97M-V/def2-TZVPD)
C 0.69 1.02 0.14
N 1.17 -0.22 -0.06
C 0.04 -0.97 -0.24
N -0.98 -0.15 -0.21
N -0.68 1.09 0.31
H 1.53 1.75 0.45
H 0.10 -2.05 -0.22
H -1.88 -0.47 -0.17
```

=====

ORCA calculation (ωB97M-V/def2-TZVPD) on a 2-piece molecular cluster, C2H3N3 overall.

Summary:
**Kohn-Sham gap (spin up / spin down)**: 8.5 / 8.5 eV
**Multiplicity**: 1
**Energy relative to the best compared isomer or geometry (same formula, charge and spin)**: 138.32 kcal/mol
**Total charge**: 0

```
8
C2H3N3 (ωB97M-V/def2-TZVPD)
C 0.15 -0.59 0.01
C 1.49 -0.46 0.49
N 1.87 -1.32 1.61
N 2.30 -1.68 0.54
N -0.53 -1.56 -0.27
H -0.90 1.22 -0.09
H 2.01 0.48 0.40
H -1.50 -1.50 -0.55
```

=====

ORCA calculation (ωB97M-V/def2-TZVPD) on one molecule with the formula C2H3N3.

Summary:
**Kohn-Sham gap**: 11.1 eV
**Multiplicity**: 1
**Structure (SMILES)**: c1nc[nH]n1
**Energy relative to the best compared isomer or geometry (same formula, charge and spin)**: 2.37 kcal/mol
**Total charge**: 0

```
8
C2H3N3 (ωB97M-V/def2-TZVPD)
C 1.22 0.00 0.16
N 0.50 -1.15 -0.04
C -0.73 -0.71 -0.16
N -0.74 0.65 -0.05
N 0.51 1.10 0.17
H 2.30 0.08 0.23
H -1.61 -1.33 -0.38
H -1.45 1.36 0.08
```

=====

Number 1: maximum force 0.066 Eh/bohr, E -9196.5062 eV. Number 2: maximum force 0.128 Eh/bohr, E -20018.7345 eV. Number 3: maximum force 0.059 Eh/bohr, E -11234.6108 eV. Number 4: maximum force 0.071 Eh/bohr, E -11234.0816 eV. Number 5: maximum force 0.091 Eh/bohr, E -33418.6846 eV. Number 6: maximum force 0.051 Eh/bohr, E -16434.0990 eV. Number 7: maximum force 0.098 Eh/bohr, E -16436.2319 eV. Number 8: maximum force 0.078 Eh/bohr, E -17984.6816 eV. Number 9: maximum force 0.119 Eh/bohr, E -17973.6372 eV. Number 10: maximum force 0.077 Eh/bohr, E -6591.6000 eV. Number 11: maximum force 0.074 Eh/bohr, E -6586.5771 eV. Number 12: maximum force 0.016 Eh/bohr, E -6592.4727 eV.